Entry 1:
17
Properties=species:S:1:pos:R:3:lowdin_charge:R:1 method="wB97M-V/def2-TZVPD" homo_lumo_gap_ev="5.0 / 8.9" multiplicity=3 de_lowest_kcal_mol=91.2 charge=+1
N 0.978 2.746 -0.766 0.168
H -0.336 -1.895 2.123 0.130
C -1.105 -0.323 -1.430 -0.280
N -1.077 -1.384 -0.842 0.151
H 0.498 3.273 -1.592 0.142
H -0.701 0.420 1.528 0.128
H -0.347 -1.689 0.115 0.130
H -1.753 -2.196 -0.960 0.187
N 0.277 -1.492 1.416 0.019
H 1.723 -0.176 -0.340 0.116
C 1.000 1.622 -0.355 -0.223
C 0.278 -0.001 1.356 -0.172
N -1.237 0.652 -2.105 0.284
H 0.825 0.275 2.266 0.136
C 0.956 0.410 0.057 -0.111
H 1.223 -1.845 1.422 0.121
H -1.203 1.602 -1.892 0.076



Entry 2:
18
Properties=species:S:1:pos:R:3:lowdin_charge:R:1 method="wB97M-V/def2-TZVPD" homo_lumo_gap_ev=9.8 smiles=Nn1cc[n+](N)c1CO de_lowest_kcal_mol=84.8 charge=+1
H 2.941 0.866 0.618 0.138
O -1.884 1.304 0.699 0.004
H -0.649 2.056 -0.849 0.141
H 0.638 -3.024 -0.018 0.153
C 1.655 -1.119 0.223 -0.020
H -1.963 -2.500 -0.894 0.151
C -0.044 0.137 -0.317 -0.066
H -1.801 0.709 -1.257 0.153
H -1.342 1.873 1.239 0.101
N -0.560 -1.296 -0.150 -0.073
N 2.071 1.191 0.188 0.179
N 1.226 0.111 0.015 -0.112
C 0.534 -1.946 0.133 -0.032
H -2.405 -0.946 -0.469 0.084
H 2.004 1.872 -0.487 0.089
N -1.825 -1.713 -0.236 0.154
C -1.108 1.133 -0.456 -0.204
H 2.678 -1.550 0.259 0.162



Entry 3:
20
Properties=species:S:1:pos:R:3:lowdin_charge:R:1 method="wB97M-V/def2-TZVPD" homo_lumo_gap_ev=9.9 smiles="N#CS[C@](S)(CO)[NH+]=C(N)N" de_lowest_kcal_mol=2.6 charge=+1
N 2.666 2.701 -0.135 0.149
H 0.410 -2.520 0.386 0.155
H -1.836 1.499 -1.395 0.146
C 2.385 1.728 -0.699 -0.616
H -2.398 2.299 0.796 0.208
C 0.667 -1.781 -0.437 -0.284
N 0.325 0.438 0.747 0.026
O -0.540 -1.496 -1.180 -0.081
C -0.726 1.074 0.239 -0.432
H 0.235 0.352 1.741 0.136
H -0.250 0.691 -1.643 0.071
S 2.011 0.280 -1.504 1.006
N -1.400 1.908 1.056 0.218
H -0.696 -2.357 -1.565 0.102
S 2.423 -0.807 1.531 0.814
N -0.964 1.152 -1.044 0.225
H 1.347 -2.055 -1.189 0.084
C 1.155 -0.445 0.046 -0.842
H -1.385 1.637 1.943 0.056
H 3.331 -1.309 0.733 -0.140